84
Properties=species:S:1:pos:R:3:mulliken_charge:R:1 method="wB97M-V/def2-TZVPD" homo_lumo_gap_ha=0.3174 e_above_lowest_kcal_mol=0.3 smiles="S=C(NC1CCCCC1)N1CCOCCOCCN(C(=S)NC2CCCCC2)CCOCCOCC1" spin_multiplicity=1 e_tot_ev=-63562.5232
H -1.4893 5.2724 -2.8915 0.48
O -3.3034 -0.7330 1.7047 -0.24
S 0.3728 0.7702 1.6923 -0.59
C -3.4266 -0.5735 3.1016 -0.47
C 1.5996 -3.0293 2.0091 -1.51
C 0.3111 3.7413 -1.4261 0.93
H 4.1607 -0.7994 -1.2102 0.46
C -3.1924 0.4885 1.0071 -0.21
C 2.6531 0.3704 -0.2220 1.72
O -0.6536 -3.4771 -1.7263 -0.45
C -3.4659 -1.9583 3.7583 -0.70
C -2.2450 5.0904 -0.8889 -0.52
H -3.7050 0.9944 -1.0443 0.63
C 4.8761 1.8801 -1.4035 -0.89
C 3.6237 1.1740 0.6489 -0.95
H -0.4525 3.5313 0.5779 -0.09
H 3.1003 1.5263 1.5393 0.48
H 3.3582 3.0273 -0.4009 0.02
H -1.4169 -1.9405 -2.8883 0.46
H 0.9141 4.6240 0.4382 0.43
H 2.4588 -1.6781 0.2242 0.44
C -1.2954 -1.3239 -0.8119 1.71
H -2.7874 4.3648 -0.2763 0.28
H 2.6031 -4.0949 -2.1407 0.47
H 4.4258 0.7066 -3.1590 0.43
C -0.9604 5.4963 -0.1722 -0.96
H -3.9909 -2.6391 3.0725 0.30
H 5.2481 2.7370 -1.9688 0.42
H 4.4409 0.5216 0.9680 0.28
C 4.1788 2.3582 -0.1342 -0.38
C 1.1954 -3.8544 0.7774 -0.31
H 1.2906 -4.9275 0.9994 0.44
H 2.6767 -2.8322 1.9526 0.56
H -0.2171 -1.1644 -0.7324 -1.07
H -2.8953 5.9599 -1.0086 0.34
H -4.0396 1.1400 1.2742 0.53
C -0.0914 -1.7360 3.2394 -1.15
H 0.4047 -1.9855 4.1849 0.28
C -3.2162 0.1840 -0.4996 -1.55
H 0.6217 -3.5801 -3.3427 0.46
C 1.6881 -4.0832 -1.5430 -0.89
H 0.9606 2.8708 -1.3310 -1.31
C 1.1680 -0.6730 1.4389 0.76
C -1.9375 4.4998 -2.2647 -1.20
H -3.8090 -0.7247 -0.6393 0.47
S 0.0715 0.5308 -2.6897 -0.41
C 3.3526 -0.1156 -1.4848 -0.51
H 5.7343 1.2592 -1.1337 0.34
H 3.0849 1.6994 -2.5890 0.09
C -0.0106 4.3090 -0.0487 -0.12
C -1.5387 -2.3891 -1.8956 -0.86
O -2.2128 -2.4839 4.1171 -0.46
H 1.4153 -3.6192 2.9076 0.57
N 2.1298 -0.7656 0.5127 0.20
H -0.6776 3.0028 -3.1889 0.58
H 1.8107 1.0166 -0.4969 -1.71
H 1.3281 -5.1101 -1.4088 0.38
H -2.5877 0.0127 3.4996 0.30
H -2.8605 4.1701 -2.7473 0.36
H -4.3599 -0.0340 3.3264 0.48
H 0.8363 4.4905 -2.0222 0.53
C -1.2938 -2.6747 3.0551 -0.01
O 2.0634 -3.5326 -0.2972 -0.38
N -1.6203 2.1986 -1.5588 0.31
H -2.2555 0.9931 1.2870 0.03
H -0.4695 6.2906 -0.7397 0.34
H -4.0169 -1.9015 4.6992 0.42
H 0.1555 -3.6479 0.5048 0.32
H 0.9028 -2.2054 -2.2527 -0.26
H -1.6659 -1.6842 0.1484 -0.93
N -1.9125 -0.0466 -1.0745 0.60
C 3.9145 1.0686 -2.2651 -0.64
H -2.5458 -2.8057 -1.8135 0.28
H -0.4505 -0.7072 3.3061 0.19
H -2.1566 2.4200 -0.7345 0.14
H -1.7743 -2.4863 2.0929 0.09
H -1.1979 5.8900 0.8181 0.42
N 0.8619 -1.7913 2.1557 0.40
H 2.6416 -0.6538 -2.1132 -0.14
C -1.2037 0.9253 -1.7033 0.66
H -0.9671 -3.7223 3.0850 0.37
C -0.9586 3.3280 -2.1801 -1.00
H 4.8781 2.9171 0.4913 0.41
C 0.6309 -3.2651 -2.2888 0.26

***

96
Properties=species:S:1:pos:R:3:mulliken_charge:R:1 method="wB97M-V/def2-TZVPD" homo_lumo_gap_ha="0.1268 / 0.1647" e_above_lowest_kcal_mol=10.9 spin_multiplicity=2 charge=-2 e_tot_ev=-121704.4970
O -1.3229 0.6365 -2.3333 -0.39
H -4.8790 0.4399 -7.3877 0.36
H 2.5665 1.0127 -0.7086 0.17
C 1.4804 3.9067 -0.6962 -0.83
H 6.4889 -4.3937 -2.2824 0.29
H -4.7877 2.5161 -0.9133 0.39
C 6.7593 -3.7939 -1.4052 -0.79
H -2.4346 0.4852 -7.0309 0.38
H -5.0123 4.9786 -0.7091 0.38
H 1.2078 0.7541 -1.8209 0.16
H -3.2740 6.4525 -1.6603 0.37
H 2.3784 -5.6488 -0.5570 0.37
H 2.2014 -4.8857 3.1025 0.61
C -0.3683 4.4016 0.7640 1.55
C 2.1689 -2.7551 3.0179 -1.09
C 2.9942 1.9746 3.6654 0.05
C -1.9012 2.5815 1.4077 0.52
H 2.4653 1.9489 -2.2061 0.53
N 0.0408 2.1557 0.0155 0.68
C -3.4615 0.7464 -3.8320 0.30
H 1.8971 -0.6310 2.6379 0.00
C 0.9534 -4.1909 1.5003 0.96
C 1.2264 0.5481 9.0800 -0.64
H -1.3118 5.4790 -2.8061 0.38
N 2.2290 -6.9243 1.9069 -0.78
C -0.4824 0.4722 7.4119 -0.59
H 1.5651 0.3788 10.0948 0.33
C -4.1739 4.5532 -1.2456 -0.60
C -2.6082 3.5211 2.1298 -0.76
C -3.1068 0.5558 -6.1856 -0.70
C -0.5407 -3.0657 -0.1456 0.82
H 6.5886 -5.7407 2.0093 0.36
C -4.8341 0.6991 -4.0153 -0.29
C -1.1356 5.3213 1.5145 -0.99
H -0.8327 6.3607 1.5448 0.37
H 1.0588 5.8536 0.0516 0.40
H 2.3569 4.1944 -1.2618 0.50
C 0.4047 0.9610 6.4706 -0.42
H 4.3848 -4.6528 -1.4877 0.31
C 3.7354 2.4523 5.9980 0.29
C 0.5492 -5.4901 1.0295 -0.18
H -1.5255 0.6569 -4.7087 0.42
H 6.0331 -2.9802 -1.3036 0.33
H -1.1007 3.0029 -3.0026 0.34
H 4.5378 -6.7607 2.9580 0.39
C -0.9739 -4.3302 -0.5033 -0.83
O 6.8272 -4.5716 -0.2387 -0.47
C 3.2893 -5.6767 0.0235 -0.58
S -2.7817 0.8677 -2.1608 0.35
C 1.8792 1.5048 -1.4013 -1.58
C -0.0825 0.2674 8.7261 -0.41
C -4.0595 3.1760 -1.3667 -0.19
C -0.4582 -5.4944 0.0747 -0.28
C -2.0908 4.8342 -2.4214 -0.64
N 2.5987 1.7482 5.8402 0.45
N 0.7943 -1.7757 1.3524 -0.59
Hg -0.4022 -0.1252 0.3165 1.59
C 5.6574 -5.7309 1.4559 -0.56
S 2.8465 1.8920 1.9725 -0.38
C -0.7251 3.0396 0.7174 -0.54
N 0.9764 -6.7142 1.5131 -0.84
S -2.4702 0.9345 1.3251 -0.63
S 4.3532 2.7799 4.4216 -0.20
H 3.1494 1.2443 8.4329 0.22
C -2.5896 0.6606 -4.9022 -0.17
C -1.9666 3.4598 -2.5434 -0.46
H -5.4981 0.7399 -3.1613 0.38
C -3.1931 5.3795 -1.7760 -0.43
H -0.8133 -6.4643 -0.2537 0.28
C 4.5154 -6.2934 1.9808 -0.06
O -0.9919 -1.9732 -0.7272 -0.79
C -2.2328 4.8742 2.1901 -0.59
H -0.7802 -0.1164 9.4589 0.36
C 1.7150 1.2583 6.8415 0.42
H 0.1015 1.1031 5.4445 0.68
C 5.6309 -5.1245 0.2034 1.08
N 2.1698 1.4879 4.5456 -0.55
H 2.8407 -2.6045 3.8511 0.48
H -3.4854 3.1870 2.6692 0.45
H -1.7320 -4.3969 -1.2741 0.38
C 0.4199 -3.0123 0.9097 0.30
C 2.1305 1.0386 8.1485 -0.45
C 1.0885 2.5461 -0.6695 0.43
H -6.4154 0.5609 -5.4540 0.38
C 3.2792 -6.2770 1.2978 -0.40
C -4.4802 0.5297 -6.3858 -0.41
C 1.8215 -4.0102 2.5949 -0.72
C 0.7682 4.8095 0.0264 -1.11
C 4.4418 -5.1110 -0.5106 -0.31
C 1.6397 -1.6443 2.3489 0.28
C -2.9641 2.6498 -2.0279 0.48
C -5.3448 0.5982 -5.3003 -0.60
H -1.4940 0.2420 7.1054 0.37
H -2.8263 5.5616 2.7814 0.39
S 4.5007 3.0371 7.3763 -0.47
H 7.7518 -3.3721 -1.5597 0.23

***

13
Properties=species:S:1:pos:R:3:mulliken_charge:R:1 method="wB97M-V/def2-TZVPD" homo_lumo_gap_ha=0.4171 e_above_lowest_kcal_mol=43.7 smiles="C#C[C@@H](C)OC=O" spin_multiplicity=1 e_tot_ev=-9375.1993
O -2.1066 -1.4467 -0.4262 -0.48
C -0.5510 1.2518 -0.1166 -1.18
H -1.4487 1.0517 -0.7047 0.34
C 1.4153 0.0444 0.8490 -0.79
O 0.0714 -0.9511 -0.8168 -0.32
H -1.0752 -1.9604 -2.1003 0.39
H -0.8465 1.8698 0.7326 0.31
H 0.1675 1.7954 -0.7327 0.36
C 0.0469 -0.0771 0.3376 0.38
C 2.5249 0.1728 1.2969 0.21
H -0.5895 -0.5401 1.0967 0.27
C -1.1187 -1.4864 -1.1139 0.08
H 3.5103 0.2760 1.6984 0.44